Formula: C29H41BN6OsS4
Source: the OMol25 dataset
Level of theory: ωB97M-V/def2-TZVPD

Last column: Mulliken spin population.
Cartesian coordinates (Å):
Os (0.8626, -0.2036, -0.6681)  0.887
C (0.0315, 5.3306, 2.7921)  0.000
C (0.2657, 4.4366, 1.5780)  -0.001
C (1.7073, 3.9309, 1.6113)  -0.002
C (-0.0426, 5.2361, 0.3142)  -0.002
N (-0.6701, 3.2582, 1.6649)  0.000
C (-1.5592, 3.0433, 2.7013)  0.001
C (-2.1806, 1.8735, 2.4588)  -0.002
N (-1.6843, 1.3579, 1.2803)  -0.014
B (-2.1255, -0.1005, 0.9320)  0.040
N (-1.4491, -1.1206, 1.8622)  -0.017
C (-2.1525, -2.1676, 2.4225)  0.011
C (-1.3136, -2.8405, 3.2250)  -0.005
N (-0.0774, -2.2130, 3.1654)  -0.008
C (-0.1801, -1.1611, 2.3226)  0.029
S (1.0399, -0.0422, 1.8312)  0.033
C (1.0626, -2.7659, 3.9798)  -0.004
C (1.2773, -4.2120, 3.5306)  0.001
C (0.6445, -2.6977, 5.4489)  0.001
C (2.3671, -2.0016, 3.8033)  0.005
N (-2.0165, -0.5138, -0.5959)  -0.020
C (-2.9530, 0.0150, -1.4566)  0.001
C (-2.9915, -0.7524, -2.5646)  0.000
N (-2.0576, -1.7572, -2.4125)  -0.004
C (-1.4524, -1.5803, -1.2187)  0.006
S (0.0358, -2.3420, -0.6713)  0.133
C (-1.8967, -2.9309, -3.3509)  0.004
C (-2.1051, -4.2068, -2.5387)  0.002
C (-0.5280, -2.9052, -4.0227)  0.004
C (-2.9729, -2.8401, -4.4284)  0.000
C (-0.7576, 2.2149, 0.8162)  0.007
S (0.0888, 2.0609, -0.6959)  -0.013
H (0.7123, 6.1767, 2.7169)  0.000
H (0.2489, 4.8145, 3.7280)  0.000
H (-0.9841, 5.7273, 2.8209)  0.000
H (2.3782, 4.7890, 1.6564)  0.000
H (1.9589, 3.3484, 0.7287)  0.000
H (1.8733, 3.3159, 2.4974)  0.000
H (0.5915, 6.1226, 0.2965)  0.000
H (-1.0841, 5.5616, 0.3112)  0.000
H (0.1528, 4.6652, -0.5899)  0.001
H (-1.6880, 3.7336, 3.5112)  0.000
H (-2.9400, 1.3615, 3.0228)  0.000
H (-3.3029, -0.1496, 1.1648)  -0.001
H (-3.1944, -2.3256, 2.2081)  0.000
H (-1.4901, -3.7018, 3.8403)  0.001
H (0.4096, -4.8423, 3.7229)  0.000
H (2.1201, -4.6330, 4.0779)  0.000
H (1.5065, -4.2503, 2.4647)  0.000
H (-0.2597, -3.2714, 5.6502)  0.000
H (0.4743, -1.6637, 5.7512)  0.000
H (1.4430, -3.1080, 6.0665)  0.000
H (2.7314, -2.0354, 2.7793)  -0.002
H (3.1021, -2.4850, 4.4479)  0.001
H (2.2820, -0.9608, 4.1082)  -0.002
H (-3.5457, 0.8699, -1.1833)  0.000
H (-3.6146, -0.6654, -3.4332)  0.000
H (-1.3244, -4.3512, -1.7927)  0.002
H (-2.0822, -5.0619, -3.2139)  0.000
H (-3.0752, -4.1913, -2.0395)  0.000
H (0.2837, -2.9890, -3.3050)  -0.003
H (-0.3996, -1.9919, -4.6038)  -0.002
H (-0.4640, -3.7540, -4.7039)  -0.001
H (-3.9787, -2.8760, -4.0085)  0.000
H (-2.8564, -3.6999, -5.0861)  0.000
H (-2.8642, -1.9452, -5.0421)  0.000
S (4.0645, -1.1220, -0.3434)  -0.027
C (2.5943, -0.7006, -0.5357)  -0.068
C (0.8907, 0.1313, -2.7820)  0.032
C (1.8499, 1.1734, -3.2693)  -0.002
C (1.4282, 2.4642, -3.5784)  -0.005
C (2.3338, 3.4233, -4.0134)  0.000
C (3.6759, 3.1071, -4.1510)  -0.001
C (4.1065, 1.8179, -3.8621)  0.003
C (3.2019, 0.8636, -3.4282)  0.005
H (1.2062, -0.8423, -3.1579)  -0.002
H (-0.1264, 0.3408, -3.1238)  0.001
H (0.3783, 2.7221, -3.4967)  0.000
H (1.9837, 4.4189, -4.2552)  0.000
H (4.3800, 3.8541, -4.4928)  0.000
H (5.1493, 1.5533, -3.9823)  0.000
H (3.5459, -0.1418, -3.2143)  -0.001

## Properties
- ⟨S²⟩: 0.758
- Molar mass: 803.0 g/mol
- Kohn-Sham gap (spin up / spin down): 7.323 / 6.440 eV
- 2S+1: 2
- Net charge: +1

Formula: C29H41F5InOP2
Source: the OMol25 dataset
Level of theory: ωB97M-V/def2-TZVPD

Last column: Löwdin charge in e.
Cartesian coordinates (Å):
In (0.0000, 0.0000, 0.0000)  0.807
C (-1.5954, -0.7056, 1.4886)  -0.263
C (-1.1962, -1.7657, 0.5939)  -0.272
C (0.6632, -1.1349, 1.8196)  -0.249
C (-0.4517, -0.2729, 2.2052)  -0.241
C (0.2047, -2.0554, 0.8429)  -0.274
C (-2.9961, -0.2192, 1.6869)  -0.011
H (-3.5952, -0.3235, 0.7784)  0.080
H (-3.0190, 0.8289, 1.9972)  0.088
H (-3.4830, -0.8097, 2.4740)  0.111
C (-0.3860, 0.7845, 3.2607)  0.004
H (-1.2672, 1.4307, 3.2306)  0.087
H (0.5019, 1.4071, 3.1128)  0.071
H (-0.3309, 0.3314, 4.2596)  0.107
C (2.0108, -1.1313, 2.4649)  0.007
H (1.9598, -1.6824, 3.4141)  0.108
H (2.3451, -0.1115, 2.6643)  0.082
H (2.7583, -1.6135, 1.8305)  0.091
C (0.9776, -3.2106, 0.2861)  0.000
H (0.8622, -4.0917, 0.9312)  0.109
H (2.0441, -2.9810, 0.2209)  0.090
H (0.6282, -3.4912, -0.7113)  0.077
C (-2.1233, -2.6338, -0.2013)  -0.004
H (-2.4081, -3.5175, 0.3854)  0.109
H (-1.6560, -2.9881, -1.1240)  0.081
H (-3.0407, -2.1046, -0.4683)  0.075
C (-0.5411, 1.9135, -0.9926)  -0.099
C (-1.6667, 1.0774, -0.9665)  -0.129
C (-2.2033, 0.3357, -2.1738)  -0.122
C (-1.0839, -0.3901, -2.9375)  -0.126
C (0.0291, -0.8498, -1.9995)  -0.123
C (1.2266, -0.1241, -1.7934)  -0.116
C (1.4821, 1.2301, -2.4161)  -0.121
C (0.2944, 2.2073, -2.2285)  -0.112
H (-2.7449, 1.0326, -2.8328)  0.146
H (-0.6629, 0.2598, -3.7112)  0.061
H (-2.9422, -0.3963, -1.8310)  0.107
H (-0.3530, 2.1977, -3.1129)  0.108
H (-0.4613, 2.6460, -0.1969)  0.120
H (-2.4064, 1.2912, -0.1994)  0.122
H (0.6867, 3.2245, -2.1424)  0.135
H (2.3662, 1.6550, -1.9372)  0.119
H (2.1220, -0.6869, -1.5361)  0.150
H (1.7109, 1.1171, -3.4875)  0.132
H (-1.4964, -1.2603, -3.4599)  0.136
H (0.0941, -1.9275, -1.8807)  0.106
P (-0.2532, 1.3870, -6.5473)  0.780
C (-0.3029, 3.2425, -6.5319)  -0.326
C (-1.6340, 1.0590, -7.7390)  -0.315
P (2.0965, -0.4435, -7.3484)  0.763
C (1.1901, 1.1462, -7.7014)  -0.613
C (1.5479, -1.4219, -8.8275)  -0.325
C (3.7861, 0.0528, -7.9258)  -0.331
H (0.5619, 3.6276, -5.9823)  0.026
H (-1.2076, 3.5758, -6.0126)  0.029
H (-0.2987, 3.6628, -7.5450)  0.044
H (-1.5493, 1.6737, -8.6436)  0.044
H (-2.5922, 1.2687, -7.2532)  0.031
H (-1.6160, 0.0033, -8.0252)  0.027
H (3.7686, 0.4567, -8.9456)  0.043
H (4.4509, -0.8164, -7.8975)  0.033
H (4.1854, 0.8145, -7.2498)  0.027
H (1.8708, 2.0013, -7.5882)  0.042
H (0.8401, 1.1216, -8.7427)  0.044
H (2.1156, -2.3573, -8.8733)  0.034
H (1.6949, -0.8700, -9.7638)  0.041
H (0.4880, -1.6762, -8.7258)  0.023
F (4.4074, 5.2575, 2.8196)  0.110
C (3.7463, 4.2262, 2.2363)  -0.121
C (2.3523, 4.2049, 2.2371)  -0.115
F (1.6646, 5.2168, 2.8243)  0.110
C (1.6585, 3.1403, 1.6502)  -0.140
F (0.3120, 3.1861, 1.7266)  0.067
C (2.3689, 2.0689, 1.0455)  -0.206
O (1.8007, 0.9675, 0.4719)  -0.164
C (3.7729, 2.1153, 1.0530)  -0.127
F (4.4817, 1.1030, 0.4925)  0.099
C (4.4558, 3.1826, 1.6451)  -0.111
F (5.8118, 3.2004, 1.6520)  0.114

## Properties
- Molar mass: 677.4 g/mol
- Kohn-Sham gap: 6.845 eV
- Net charge: +1

> Which of these has the lowest molar mass?

C29H41F5InOP2

> Look up the molar mass of the second one.

677.4 g/mol

> molar mass of number 2 (C29H41F5InOP2)?

677.4 g/mol

> Number 1 is which compound?

C29H41BN6OsS4